Below is an isolated molecule of C6H11N at a distorted geometry, with properties calculated with ωB97M-V/def2-TZVPD.

Element x y z (Å)
C  2.130  0.134  0.088
C  0.860  -0.718  0.018
C  -0.491  0.043  0.114
C  -1.663  -0.934  0.334
C  -0.794  0.893  -1.133
C  -0.396  0.927  1.293
N  -0.257  1.596  2.227
H  2.206  0.855  -0.733
H  3.010  -0.517  0.034
H  2.191  0.689  1.031
H  0.889  -1.442  0.842
H  0.856  -1.299  -0.914
H  -1.532  -1.531  1.241
H  -2.605  -0.382  0.425
H  -1.754  -1.614  -0.521
H  -1.773  1.376  -1.031
H  -0.048  1.675  -1.298
H  -0.830  0.249  -2.019

Properties
ΔE to the lowest compared entry with this formula, charge and spin = 0.020 eV
SMILES = CCC(C)(C)C#N
E_LUMO = 0.796 eV
highest occupied orbital energy = -11.379 eV
orbital gap = 12.1749 eV

=====

Below is a structure of composition C43H61BiGeN4O5S2Si at a distorted geometry, with properties calculated with ωB97M-V/def2-TZVPD.

Element x y z (Å)
Bi  0.466  -0.018  0.230
C  -3.931  3.020  3.687
C  -4.484  2.417  2.335
N  -3.574  2.470  1.190
C  -3.788  3.553  0.245
C  -3.033  4.861  0.515
C  -2.489  1.657  1.120
S  -1.510  1.610  -0.340
N  -2.312  0.777  2.079
C  -1.245  0.375  2.722
O  0.012  0.395  2.367
C  -1.473  -0.284  3.959
C  -2.775  -0.357  4.504
C  -3.032  -1.054  5.658
C  -1.932  -1.640  6.364
C  -0.642  -1.580  5.875
C  -0.416  -0.869  4.684
H  -4.716  2.840  4.478
H  -3.943  4.086  3.582
H  -2.901  2.720  3.936
H  -5.338  3.025  2.041
H  -4.959  1.441  2.458
H  -4.863  3.706  0.177
H  -3.589  3.144  -0.753
H  -3.458  5.273  1.429
H  -3.235  5.550  -0.318
H  -1.932  4.706  0.583
H  -3.547  0.144  3.899
H  -4.060  -1.031  6.111
H  -2.180  -2.127  7.337
H  0.225  -2.084  6.347
H  0.578  -0.858  4.295
C  -2.805  -2.654  -4.192
C  -2.349  -1.373  -3.479
C  -1.422  -0.522  -4.366
C  -3.528  -0.489  -3.011
O  -1.518  -1.656  -2.325
Si  -1.407  -3.028  -1.510
S  -0.295  -2.559  0.318
O  -0.658  -4.218  -2.312
C  0.694  -4.419  -2.851
C  1.296  -3.067  -3.209
C  1.438  -5.177  -1.732
C  0.624  -5.383  -4.057
O  -2.906  -3.435  -1.044
C  -3.506  -4.593  -0.358
C  -4.662  -3.994  0.498
C  -4.027  -5.593  -1.389
C  -2.501  -5.185  0.584
H  -3.183  -2.379  -5.191
H  -3.649  -3.101  -3.687
H  -1.930  -3.347  -4.233
H  -1.959  0.048  -5.127
H  -0.776  -1.259  -4.889
H  -0.912  0.172  -3.662
H  -4.126  -0.223  -3.905
H  -3.259  0.437  -2.544
H  -4.201  -0.992  -2.292
H  1.374  -2.513  -2.277
H  0.739  -2.510  -3.964
H  2.294  -3.164  -3.585
H  1.550  -4.564  -0.865
H  2.380  -5.543  -2.074
H  0.869  -6.101  -1.384
H  -0.116  -5.176  -4.806
H  0.524  -6.401  -3.603
H  1.610  -5.384  -4.554
H  -5.394  -3.558  -0.130
H  -4.308  -3.317  1.294
H  -5.167  -4.831  1.024
H  -4.800  -5.098  -2.022
H  -4.460  -6.491  -0.968
H  -3.190  -5.870  -2.052
H  -2.155  -4.620  1.427
H  -1.583  -5.461  0.068
H  -2.886  -6.155  1.013
N  5.002  -0.731  -2.074
C  3.889  -1.024  -1.299
N  3.869  -2.235  -0.623
O  2.887  -0.238  -1.244
H  5.795  -1.323  -1.886
H  5.214  0.248  -2.300
H  4.545  -2.982  -0.819
H  3.059  -2.355  -0.056
C  2.473  5.142  4.499
C  3.791  4.749  4.113
C  3.944  4.095  2.918
C  2.829  3.868  2.054
C  1.594  4.514  2.348
C  1.395  5.060  3.609
Ge  2.806  2.401  0.661
C  4.714  1.907  0.517
C  5.316  0.803  1.106
C  6.663  0.570  0.925
C  7.428  1.398  0.092
C  6.826  2.497  -0.520
C  5.463  2.757  -0.281
C  2.430  3.536  -1.012
C  2.315  2.870  -2.231
C  2.026  3.520  -3.434
C  1.912  4.900  -3.428
C  1.981  5.632  -2.229
C  2.155  4.900  -1.051
H  2.232  5.538  5.515
H  4.726  4.971  4.675
H  4.935  3.788  2.556
H  0.784  4.571  1.601
H  0.446  5.480  3.970
H  4.755  0.045  1.655
H  7.156  -0.243  1.512
H  8.489  1.162  -0.192
H  7.405  3.170  -1.183
H  4.958  3.640  -0.644
H  2.454  1.772  -2.242
H  1.739  2.898  -4.305
H  1.886  5.452  -4.358
H  1.929  6.737  -2.178
H  2.108  5.423  -0.117

Properties
ΔE to the lowest compared entry with this formula, charge and spin = 0.000 eV
E_LUMO (spin up / spin down) = -3.416 / -4.526 eV
charge = +1
highest occupied orbital energy (spin up / spin down) = -9.938 / -10.735 eV
2S+1 = 2
orbital gap (spin up / spin down) = 6.5222 / 6.2096 eV

=====

Below is a cluster of 2 separate species, C5H16BN2O3 in total at a distorted geometry, with properties calculated with ωB97M-V/def2-TZVPD.

Element x y z (Å)
C  1.092  0.527  3.375
C  0.089  0.912  2.286
N  -0.432  -0.195  1.518
N  0.515  -1.086  0.968
B  1.471  -0.515  -0.092
C  1.222  0.774  -0.913
O  2.611  -1.268  -0.333
H  1.473  1.391  3.917
H  0.694  -0.199  4.091
H  1.949  0.025  2.898
H  -0.773  1.357  2.792
H  0.503  1.736  1.684
H  -1.056  0.071  0.774
H  1.031  -1.612  1.681
H  -0.040  -1.806  0.465
H  1.659  0.639  -1.907
H  1.810  1.574  -0.436
H  0.161  1.037  -1.036
H  2.970  -1.502  0.538
O  -1.786  -0.318  -0.990
C  -1.712  -0.712  -2.308
C  -2.530  0.240  -3.270
O  -2.488  -0.173  -4.550
H  -2.086  -1.734  -2.528
H  -0.685  -0.738  -2.750
H  -2.113  1.268  -3.068
H  -3.549  0.309  -2.805

Properties
E_LUMO = 1.391 eV
charge = -1
highest occupied orbital energy = -0.791 eV
orbital gap = 2.1824 eV